A cluster of 2 separate species, C3H6N2O2S in total, computed with ωB97M-V with the def2-TZVPD basis set.

Summary:
Kohn-Sham gap: 9.53 eV
Highest occupied orbital energy: -9.0 eV
DFT total energy: -21113.53004 eV

Geometry as XYZ:
```
14
C3H6N2O2S (ωB97M-V with the def2-TZVPD basis set)
C 0.563 -0.315 1.042
C -0.774 -0.830 1.312
C 0.028 0.690 -1.179
H 1.848 0.468 -1.819
H 1.509 -1.121 0.870
H 0.941 0.480 1.938
H -0.831 -1.744 1.927
H -1.528 -0.027 1.806
H -1.997 0.827 -1.773
N 0.717 0.340 -0.236
N -1.431 0.506 -0.914
O 2.095 0.544 -0.509
O 0.562 1.345 -2.063
S -1.701 -1.164 -0.400
```

Löwdin charges, unit e, in atom order: -0.240 -0.392 -0.671 0.290 0.189 0.190 0.075 0.123 0.122 -0.190 -0.267 -0.094 0.052 0.812

A cluster of 2 separate species, C5H14N2O2S in total, computed with ωB97M-V with the def2-TZVPD basis set.

Summary:
⟨S²⟩: 2.006
Kohn-Sham gap (alpha / beta): 2.24 / 7.22 eV
Highest occupied orbital energy (alpha / beta): -9.6 / -14.6 eV
Net charge: +2
2S+1: 3
DFT total energy: -23300.88931 eV

Geometry as XYZ:
```
24
C5H14N2O2S (ωB97M-V with the def2-TZVPD basis set)
C 0.592 3.069 0.482
C 1.577 2.145 -0.023
C 1.435 1.639 -1.249
C -6.011 -6.716 -0.234
C 2.584 1.644 0.845
N -5.756 -7.586 0.681
N 3.806 2.534 0.899
O 0.491 1.997 -2.038
O 2.489 0.949 -1.659
S 1.360 4.739 0.810
H -0.105 3.213 -0.299
H -0.065 2.778 1.381
H -6.844 -5.889 -0.100
H -5.384 -6.627 -1.173
H 3.051 0.621 0.510
H 2.127 1.597 1.920
H -6.399 -7.418 1.496
H -4.956 -8.213 0.678
H 1.663 4.852 -0.423
H 4.350 2.444 1.770
H 3.437 3.592 0.894
H 4.299 2.536 0.019
H -0.121 1.330 -2.492
H 2.380 0.769 -2.697
```

Löwdin charges, unit e, in atom order: -0.426 -0.306 -0.537 0.147 -0.150 0.188 0.155 0.112 0.091 0.828 0.062 0.139 0.174 0.142 0.175 0.173 0.183 0.165 -0.152 0.169 0.122 0.148 0.183 0.213

The ion C10H20NO2 with charge +1, computed with ωB97M-V with the def2-TZVPD basis set.

Summary:
Kohn-Sham gap: 10.47 eV
Highest occupied orbital energy: -13.6 eV
Net charge: +1
SMILES string: CCC[C@@H]1[NH2+]CC[C@@H]1CCOC=O
DFT total energy: -16273.08343 eV

Geometry as XYZ:
```
33
C10H20NO2 (ωB97M-V with the def2-TZVPD basis set)
C -3.292 0.660 -0.731
C -2.075 0.166 0.070
C -1.025 -0.459 -0.851
C 0.181 -1.131 -0.209
N -0.211 -2.162 0.824
C 1.105 -2.552 1.430
C 1.677 -1.184 1.750
C 1.353 -0.345 0.486
C 1.180 1.140 0.832
C 1.571 2.144 -0.251
O 0.434 2.435 -1.066
C 0.585 2.369 -2.396
O -0.343 2.171 -3.136
H -3.410 0.101 -1.660
H -4.211 0.582 -0.154
H -3.158 1.707 -1.007
H -2.413 -0.559 0.820
H -1.665 1.021 0.603
H -1.537 -1.226 -1.446
H -0.673 0.280 -1.567
H 0.656 -1.724 -0.995
H -0.702 -2.949 0.404
H -0.787 -1.730 1.547
H 1.693 -2.994 0.623
H 0.985 -3.259 2.246
H 2.752 -1.220 1.915
H 1.182 -0.769 2.633
H 2.212 -0.442 -0.182
H 1.827 1.348 1.691
H 0.166 1.353 1.161
H 2.390 1.751 -0.862
H 1.922 3.066 0.213
H 1.629 2.412 -2.737
```

Löwdin charges, unit e, in atom order: -0.075 -0.238 -0.143 -0.201 0.097 -0.095 -0.115 -0.222 -0.115 -0.155 -0.026 -0.340 0.096 0.079 0.077 0.084 0.100 0.092 0.128 0.103 0.157 0.194 0.172 0.142 0.140 0.136 0.131 0.147 0.128 0.110 0.125 0.134 0.152

Please write out number 2 again, unchanged.
A cluster of 2 separate species, C5H14N2O2S in total, computed with ωB97M-V with the def2-TZVPD basis set.

Summary:
⟨S²⟩: 2.006
Kohn-Sham gap (alpha / beta): 2.24 / 7.22 eV
Highest occupied orbital energy (alpha / beta): -9.6 / -14.6 eV
Net charge: +2
2S+1: 3
DFT total energy: -23300.88931 eV

Geometry as XYZ:
```
24
C5H14N2O2S (ωB97M-V with the def2-TZVPD basis set)
C 0.592 3.069 0.482
C 1.577 2.145 -0.023
C 1.435 1.639 -1.249
C -6.011 -6.716 -0.234
C 2.584 1.644 0.845
N -5.756 -7.586 0.681
N 3.806 2.534 0.899
O 0.491 1.997 -2.038
O 2.489 0.949 -1.659
S 1.360 4.739 0.810
H -0.105 3.213 -0.299
H -0.065 2.778 1.381
H -6.844 -5.889 -0.100
H -5.384 -6.627 -1.173
H 3.051 0.621 0.510
H 2.127 1.597 1.920
H -6.399 -7.418 1.496
H -4.956 -8.213 0.678
H 1.663 4.852 -0.423
H 4.350 2.444 1.770
H 3.437 3.592 0.894
H 4.299 2.536 0.019
H -0.121 1.330 -2.492
H 2.380 0.769 -2.697
```

Löwdin charges, unit e, in atom order: -0.426 -0.306 -0.537 0.147 -0.150 0.188 0.155 0.112 0.091 0.828 0.062 0.139 0.174 0.142 0.175 0.173 0.183 0.165 -0.152 0.169 0.122 0.148 0.183 0.213